The molecule C2H3NS3 in a non-equilibrium geometry, computed with ωB97M-V with the def2-TZVPD basis set.

Geometry as XYZ:
```
9
Properties=species:S:1:pos:R:3
S -1.369 -0.872 -1.350
S 0.711 1.238 1.820
S -1.724 -0.225 1.461
N 1.479 0.165 -0.802
C 0.613 0.441 0.276
C -0.757 -0.116 -0.014
H -2.778 -0.774 0.585
H 2.354 0.551 -0.399
H 1.470 -0.408 -1.577
```

Summary:
Highest occupied orbital energy = -8.64 eV
Relative energy (zero: lowest compared OMol25 entry of this formula, charge and spin) = 146.7 kJ/mol
Frontier orbital gap = 6.90 eV
E_LUMO = -1.74 eV
E = -36116.6048 eV
Charge = 0

The ion C2H3O2 with charge -1 in a non-equilibrium geometry, computed with ωB97M-V with the def2-TZVPD basis set.

Geometry as XYZ:
```
7
Properties=species:S:1:pos:R:3
O 0.953 -1.608 0.203
O 0.681 0.129 1.697
C -0.326 0.382 -0.383
C 0.478 -0.575 0.674
H 0.031 1.396 -0.584
H -1.417 0.421 -0.241
H -0.399 -0.145 -1.365
```

Summary:
Highest occupied orbital energy = -3.48 eV
Relative energy (zero: lowest compared OMol25 entry of this formula, charge and spin) = 49.8 kJ/mol
Frontier orbital gap = 8.23 eV
E_LUMO = 4.75 eV
E = -6218.4968 eV
Charge = -1

The ion C2H3O2 with charge +1 in a non-equilibrium geometry, computed with ωB97M-V with the def2-TZVPD basis set.

Geometry as XYZ:
```
7
Properties=species:S:1:pos:R:3
O 1.201 -0.485 -0.593
O 2.013 0.127 0.378
C 0.694 0.699 -0.173
C -0.067 -0.463 0.143
H -0.839 -0.860 -0.416
H 0.062 -1.036 1.033
H 0.601 1.641 -0.660
```

Summary:
Highest occupied orbital energy = -18.89 eV
Relative energy (zero: lowest compared OMol25 entry of this formula, charge and spin) = 527.2 kJ/mol
Frontier orbital gap = 13.51 eV
E_LUMO = -5.38 eV
E = -6202.4377 eV
Charge = +1

The ion C2H3O2 with charge +1 in a non-equilibrium geometry, computed with ωB97M-V with the def2-TZVPD basis set.

Geometry as XYZ:
```
7
Properties=species:S:1:pos:R:3
O 1.845 -0.286 -0.658
O -0.267 0.283 0.302
C -1.154 -0.532 0.061
C 1.305 0.499 -0.039
H -2.051 -0.017 0.257
H 1.408 1.495 0.421
H -1.087 -1.442 -0.343
```

Summary:
Highest occupied orbital energy = -17.93 eV
Relative energy (zero: lowest compared OMol25 entry of this formula, charge and spin) = 79.3 kJ/mol
Frontier orbital gap = 11.07 eV
E_LUMO = -6.86 eV
E = -6207.0808 eV
Charge = +1

A structure of composition C2H3O2P in a non-equilibrium geometry, computed with ωB97M-V with the def2-TZVPD basis set.

Geometry as XYZ:
```
8
Properties=species:S:1:pos:R:3
P 0.424 -2.097 -1.218
O 1.377 -2.975 -0.533
O -0.265 -1.252 0.752
C 0.039 -0.210 1.277
C 0.364 -1.016 -2.387
H -0.464 -0.492 -2.608
H 0.452 -0.113 2.315
H 0.116 0.874 0.835
```

Summary:
Highest occupied orbital energy = -9.09 eV
Relative energy (zero: lowest compared OMol25 entry of this formula, charge and spin) = 440.4 kJ/mol
Frontier orbital gap = 8.09 eV
E_LUMO = -1.01 eV
E = -15501.3778 eV
Charge = 0

A cluster of 2 separate species, C2H3O2S2 in total, computed with ωB97M-V with the def2-TZVPD basis set.

Geometry as XYZ:
```
9
Properties=species:S:1:pos:R:3
S -3.719 0.693 0.200
S -2.889 -2.227 0.113
O -3.579 0.875 -1.266
O -3.167 1.806 0.989
C -2.467 -0.716 0.313
C 0.272 -0.046 0.087
H 0.493 -0.918 0.665
H -0.035 0.850 0.577
H 0.163 -0.132 -0.971
```

Summary:
Highest occupied orbital energy (spin up / spin down) = -3.07 / -4.13 eV
Relative energy (zero: lowest compared OMol25 entry of this formula, charge and spin) = 455.5 kJ/mol
Frontier orbital gap (spin up / spin down) = 6.45 / 7.37 eV
E_LUMO (spin up / spin down) = 3.37 / 3.24 eV
E = -27885.1593 eV
Charge = -1

A structure of composition C2H3O2Yb in a non-equilibrium geometry, computed with ωB97M-V with the def2-TZVPD basis set.

Geometry as XYZ:
```
8
Properties=species:S:1:pos:R:3
Yb 0.694 -0.921 -1.796
O -0.523 1.009 -1.247
O -1.145 0.019 -2.173
C 0.723 -0.765 0.597
C -0.198 0.254 0.933
H -1.265 -0.021 0.902
H 1.712 -0.571 1.057
H 0.002 0.995 1.726
```

Summary:
Highest occupied orbital energy (spin up / spin down) = -7.70 / -7.60 eV
Spin multiplicity = 2
Relative energy (zero: lowest compared OMol25 entry of this formula, charge and spin) = 338.0 kJ/mol
Frontier orbital gap (spin up / spin down) = 6.58 / 6.44 eV
E_LUMO (spin up / spin down) = -1.13 / -1.16 eV
E = -37739.7979 eV
Charge = 0
<S²> = 0.77

A structure of composition C2H3O2Zn in a non-equilibrium geometry, computed with ωB97M-V with the def2-TZVPD basis set.

Geometry as XYZ:
```
8
Properties=species:S:1:pos:R:3
Zn -0.957 3.083 -0.697
O -0.380 1.758 0.145
O 2.236 -2.885 -0.058
C 1.373 -2.159 0.033
C -0.582 0.393 0.126
H -0.154 -0.126 -0.788
H -1.618 0.080 0.360
H 0.082 -0.143 0.878
```

Summary:
Highest occupied orbital energy (spin up / spin down) = -15.19 / -15.19 eV
Relative energy (zero: lowest compared OMol25 entry of this formula, charge and spin) = 30.9 kJ/mol
Frontier orbital gap (spin up / spin down) = 6.70 / 6.70 eV
E_LUMO (spin up / spin down) = -8.49 / -8.49 eV
E = -54624.4686 eV
Charge = +1

A structure of composition C2H3O3S in a non-equilibrium geometry, computed with ωB97M-V with the def2-TZVPD basis set.

Geometry as XYZ:
```
9
Properties=species:S:1:pos:R:3
S 0.423 0.253 -0.938
O 1.607 -0.400 -1.387
O -0.540 0.542 -1.967
O 0.537 -0.019 1.293
C -0.247 -0.782 0.523
C 0.676 1.144 0.723
H -1.160 1.366 0.637
H -1.127 -0.296 0.394
H -0.170 -1.810 0.723
```

Summary:
Highest occupied orbital energy (spin up / spin down) = -0.69 / -3.90 eV
Spin multiplicity = 3
Relative energy (zero: lowest compared OMol25 entry of this formula, charge and spin) = 482.7 kJ/mol
Frontier orbital gap (spin up / spin down) = 4.75 / 7.03 eV
E_LUMO (spin up / spin down) = 4.06 / 3.13 eV
E = -19092.2899 eV
Charge = -1
<S²> = 2.01

A cluster of 2 separate species, C2H3O3S2 in total in a non-equilibrium geometry, computed with ωB97M-V with the def2-TZVPD basis set.

Geometry as XYZ:
```
10
Properties=species:S:1:pos:R:3
S 0.946 -1.406 -2.364
S -0.761 -1.083 -0.624
O -2.453 -1.742 2.022
O -2.713 0.479 1.668
O 0.218 0.793 1.001
C -2.307 -0.621 1.738
C -0.181 -0.467 0.870
H 0.477 -0.247 -2.759
H 0.146 1.155 0.028
H 0.255 -1.035 1.627
```

Summary:
Highest occupied orbital energy = -3.00 eV
Relative energy (zero: lowest compared OMol25 entry of this formula, charge and spin) = 174.1 kJ/mol
Frontier orbital gap = 6.46 eV
E_LUMO = 3.46 eV
E = -29936.0359 eV
Charge = -1

A structure of composition C2H3O4 in a non-equilibrium geometry, computed with ωB97M-V with the def2-TZVPD basis set.

Geometry as XYZ:
```
9
Properties=species:S:1:pos:R:3
O -0.901 0.406 1.234
O -0.641 0.009 -1.818
O 0.378 -1.561 -0.614
O 1.076 1.695 1.341
C 0.421 0.682 1.472
C -0.266 -1.165 -1.615
H 0.913 -0.162 2.002
H -0.642 -1.945 -2.323
H -0.192 0.456 0.327
```

Summary:
Highest occupied orbital energy = -4.69 eV
Relative energy (zero: lowest compared OMol25 entry of this formula, charge and spin) = 289.6 kJ/mol
Frontier orbital gap = 8.86 eV
E_LUMO = 4.17 eV
E = -10312.1319 eV
Charge = -1

The ion C2H3O5P with charge -2 in a non-equilibrium geometry, computed with ωB97M-V with the def2-TZVPD basis set.

Geometry as XYZ:
```
11
Properties=species:S:1:pos:R:3
P 0.876 1.196 -1.264
O 1.654 0.515 -2.337
O 1.393 2.385 -0.590
O -0.536 1.623 -2.035
O -2.485 0.779 -1.327
O -2.435 2.024 -3.091
C 0.261 -0.109 -0.040
C -1.921 1.478 -2.145
H -0.704 -0.542 -0.154
H 0.399 0.450 0.879
H 1.084 -0.827 -0.076
```

Summary:
Highest occupied orbital energy = -0.28 eV
Relative energy (zero: lowest compared OMol25 entry of this formula, charge and spin) = 8.2 kJ/mol
Frontier orbital gap = 7.39 eV
E_LUMO = 7.11 eV
E = -21651.5249 eV
Charge = -2

The ion C2H3O5S2 with charge -1 in a non-equilibrium geometry, computed with ωB97M-V with the def2-TZVPD basis set.

Geometry as XYZ:
```
12
Properties=species:S:1:pos:R:3
S -1.838 -1.627 -0.406
S -0.319 1.415 -0.016
O -0.690 -2.355 -0.957
O -1.004 2.296 0.913
O -1.170 -0.924 1.107
O 1.036 1.843 -0.374
O -2.945 -2.457 0.040
C -1.279 1.213 -1.494
C -0.046 -0.220 0.892
H 0.711 -0.750 0.303
H -0.594 0.614 -2.115
H 0.363 0.160 1.830
```

Summary:
Highest occupied orbital energy (spin up / spin down) = -5.47 / -5.47 eV
Relative energy (zero: lowest compared OMol25 entry of this formula, charge and spin) = 389.6 kJ/mol
Frontier orbital gap (spin up / spin down) = 6.94 / 6.94 eV
E_LUMO (spin up / spin down) = 1.47 / 1.47 eV
E = -34027.4385 eV
Charge = -1

The molecule C2H3OP in a non-equilibrium geometry, computed with ωB97M-V with the def2-TZVPD basis set.

Geometry as XYZ:
```
7
Properties=species:S:1:pos:R:3
P -1.795 -0.489 -0.279
O -2.341 0.806 0.145
C 0.985 0.298 -0.305
C 0.008 -0.441 0.139
H 0.177 -1.214 0.997
H 1.057 1.228 -0.820
H 1.908 -0.188 0.123
```

Summary:
Highest occupied orbital energy = -9.31 eV
Relative energy (zero: lowest compared OMol25 entry of this formula, charge and spin) = 76.1 kJ/mol
Frontier orbital gap = 8.64 eV
E_LUMO = -0.67 eV
E = -13456.9702 eV
Charge = 0

A cluster of 2 separate species, C2H3OPS in total in a non-equilibrium geometry, computed with ωB97M-V with the def2-TZVPD basis set.

Geometry as XYZ:
```
8
Properties=species:S:1:pos:R:3
S -2.829 0.465 -0.033
P 2.171 1.168 0.294
O 1.564 1.719 -0.880
C -0.526 -1.271 -0.232
C -1.531 -0.459 -0.180
H 0.535 -0.979 0.250
H -0.722 -2.291 -0.548
H 1.339 1.648 1.328
```

Summary:
Highest occupied orbital energy = -8.84 eV
Relative energy (zero: lowest compared OMol25 entry of this formula, charge and spin) = 213.7 kJ/mol
Frontier orbital gap = 7.65 eV
E_LUMO = -1.20 eV
E = -24291.1211 eV
Charge = 0

A structure of composition C2H3OPS2 in a non-equilibrium geometry, computed with ωB97M-V with the def2-TZVPD basis set.

Geometry as XYZ:
```
9
Properties=species:S:1:pos:R:3
S 0.610 -1.420 -1.505
S -1.919 -1.701 0.718
P -0.476 -0.572 0.126
O -0.936 1.230 -1.179
C 1.674 0.544 1.753
C 0.767 -0.005 1.211
H -1.885 1.650 -1.025
H -0.335 -0.763 -2.286
H 2.502 1.038 2.188
```

Summary:
Highest occupied orbital energy (spin up / spin down) = -7.37 / -9.49 eV
Spin multiplicity = 3
Relative energy (zero: lowest compared OMol25 entry of this formula, charge and spin) = 85.2 kJ/mol
Frontier orbital gap (spin up / spin down) = 7.87 / 5.87 eV
E_LUMO (spin up / spin down) = 0.50 / -3.62 eV
E = -35123.9232 eV
Charge = 0
<S²> = 2.01

A structure of composition C2H3OSm in a non-equilibrium geometry, computed with ωB97M-V with the def2-TZVPD basis set.

Geometry as XYZ:
```
7
Properties=species:S:1:pos:R:3
Sm 0.402 -2.046 -2.224
O 0.714 0.200 -1.180
C -0.310 -0.017 0.937
C 0.275 0.703 -0.060
H 0.178 -0.915 1.328
H -1.288 0.295 1.308
H 0.030 1.780 -0.110
```

Summary:
Highest occupied orbital energy (spin up / spin down) = -5.77 / -6.96 eV
Spin multiplicity = 8
Relative energy (zero: lowest compared OMol25 entry of this formula, charge and spin) = 0.0 kJ/mol
Frontier orbital gap (spin up / spin down) = 5.64 / 6.51 eV
E_LUMO (spin up / spin down) = -0.13 / -0.45 eV
E = -22070.0701 eV
Charge = 0
<S²> = 15.76

A structure of composition C2H3OSn in a non-equilibrium geometry, computed with ωB97M-V with the def2-TZVPD basis set.

Geometry as XYZ:
```
7
Properties=species:S:1:pos:R:3
Sn -0.642 1.623 1.840
O -0.068 1.186 -0.083
C 0.226 0.361 -0.872
C 0.465 -0.848 -1.291
H 1.459 -1.265 -1.123
H -1.062 0.405 3.142
H -0.378 -1.462 -1.612
```

Summary:
Highest occupied orbital energy = -13.63 eV
Relative energy (zero: lowest compared OMol25 entry of this formula, charge and spin) = 0.0 kJ/mol
Frontier orbital gap = 7.42 eV
E_LUMO = -6.21 eV
E = -9990.2998 eV
Charge = +1

A cluster of 20 separate species, C2H42O21 in total in a non-equilibrium geometry, computed with ωB97M-V with the def2-TZVPD basis set.

Geometry as XYZ:
```
65
Properties=species:S:1:pos:R:3
O 1.388 -3.059 -0.119
O -1.482 -3.856 1.169
O -3.432 1.315 -1.472
O 1.620 3.826 -1.439
O -0.747 1.609 3.031
O 1.564 -1.499 -2.292
O 1.344 1.270 -3.067
O 1.423 2.966 2.170
O -0.545 -1.478 2.689
O -1.601 -2.665 -1.997
O -3.357 -0.910 0.028
O 3.758 2.236 -0.302
O -0.427 -0.558 -3.959
O 1.237 0.184 4.157
O -3.315 1.258 1.718
O -0.649 -1.582 0.217
O -1.165 2.825 -0.366
O 1.224 1.457 -0.481
O -2.290 1.254 -3.972
O 3.679 -0.022 1.612
O 1.906 -2.422 2.525
C -0.370 -0.289 -0.246
C 0.993 0.265 0.257
H -3.353 0.457 -1.137
H -0.890 -2.804 -2.599
H -3.221 0.489 1.181
H 1.905 -3.224 3.026
H 4.156 1.848 0.434
H 1.522 2.364 1.460
H 1.815 -0.721 -1.749
H -0.030 2.040 2.625
H 1.417 1.278 -2.092
H 1.071 -0.422 3.476
H -2.419 -1.200 -0.016
H 2.812 0.167 1.274
H 0.421 0.636 3.987
H 0.359 -1.086 -3.884
H 2.280 3.368 2.214
H 0.672 -2.425 0.037
H -1.303 -2.947 0.894
H -1.140 -1.991 -1.476
H 2.840 1.911 -0.377
H 1.546 -2.183 -1.602
H -2.138 -3.698 1.836
H -1.359 1.882 2.347
H 0.564 0.841 -3.321
H -0.520 -0.218 -1.332
H 0.337 -1.817 2.721
H 0.971 0.489 1.339
H -1.203 0.321 0.032
H 1.527 2.911 -1.137
H -3.794 -1.738 -0.115
H -1.892 2.174 -0.403
H 3.566 0.257 2.520
H -2.987 0.923 -4.551
H -3.187 0.911 2.591
H 1.812 -0.356 -0.097
H -3.041 1.178 -2.333
H 1.682 -2.592 1.641
H 1.190 4.351 -0.753
H 0.981 -3.948 -0.277
H -1.101 -1.062 -3.546
H -0.393 2.301 -0.551
H -1.571 0.607 -3.871
H -0.660 -1.397 1.722
```

Summary:
Highest occupied orbital energy = -3.18 eV
Relative energy (zero: lowest compared OMol25 entry of this formula, charge and spin) = 117.2 kJ/mol
Frontier orbital gap = 7.72 eV
E_LUMO = 4.54 eV
E = -45754.7026 eV
Charge = -2

A cluster of 23 separate species, C2H48O24 in total in a non-equilibrium geometry, computed with ωB97M-V with the def2-TZVPD basis set.

Geometry as XYZ:
```
74
Properties=species:S:1:pos:R:3
O 2.457 -1.152 2.642
O 3.198 2.732 -1.146
O -0.143 -3.129 1.403
O -0.493 0.156 -4.117
O -0.283 0.427 3.727
O -0.774 -3.011 -1.664
O 0.761 -0.686 -1.632
O -2.047 -1.267 2.208
O -2.112 -4.503 0.135
O 3.401 -0.773 -1.898
O -2.263 2.389 2.613
O 1.846 3.453 1.640
O 1.194 -2.326 -3.607
O -1.378 3.025 -2.923
O -0.314 3.129 -0.452
O -3.843 -1.596 0.085
O -2.969 -0.451 -2.664
O -2.882 1.150 -0.478
O -0.678 4.394 2.055
O 0.786 -2.721 3.951
O -0.750 1.010 1.142
O 3.622 0.573 0.539
O 1.079 1.936 -2.574
O 1.938 -2.584 -0.110
C -0.245 -0.151 -0.747
C 0.320 0.372 0.568
H 3.310 -1.434 2.205
H -3.390 -0.893 -0.334
H -2.843 0.831 -1.400
H 0.933 -3.238 -3.638
H 0.477 -3.100 2.150
H 1.027 3.208 1.255
H -0.616 2.511 -3.126
H 0.886 -1.859 -2.840
H -0.411 0.453 2.793
H 1.190 1.039 0.399
H -1.175 3.116 -2.000
H 1.893 3.064 2.509
H 3.860 -0.125 -0.078
H -1.977 0.917 -0.175
H 1.090 1.031 -2.275
H -0.171 -0.218 -3.312
H -2.182 -0.388 -3.194
H -2.665 -0.981 2.881
H 2.475 2.486 -1.807
H -3.007 -1.403 -2.476
H -0.811 -0.307 4.113
H -1.071 -0.880 -0.623
H 3.165 1.256 0.075
H 2.458 -0.635 -1.726
H 0.171 4.167 2.526
H 1.562 -1.788 -0.542
H -0.418 -2.177 -1.321
H -1.234 3.669 2.284
H 1.147 -2.734 0.484
H -0.391 2.205 -0.116
H 3.658 -0.093 -2.530
H 1.443 -2.156 3.533
H 2.075 -0.606 1.989
H -0.653 0.620 -1.272
H -0.615 -2.317 1.581
H -1.368 -4.549 0.732
H -3.152 2.150 2.338
H -1.648 1.885 2.004
H 1.181 -3.164 4.684
H 2.725 3.216 -0.515
H -1.906 -3.704 -0.306
H -3.295 -1.789 0.866
H -0.657 3.668 0.312
H 0.580 -0.454 1.251
H -1.718 -0.475 1.807
H 0.573 2.407 -1.885
H 0.135 0.826 -4.316
H -0.071 -3.651 -1.660
```

Summary:
Highest occupied orbital energy = -3.86 eV
Relative energy (zero: lowest compared OMol25 entry of this formula, charge and spin) = 85.5 kJ/mol
Frontier orbital gap = 8.30 eV
E_LUMO = 4.44 eV
E = -51996.2779 eV
Charge = -2